17
Properties=species:S:1:pos:R:3 method="wB97M-V/def2-TZVPD" max_force_ev_per_a=0.332 spin_multiplicity=1 gap_ha=0.386 smiles="C[C@H]1CC=CCO1" mol_weight_g_mol=98.14
C 1.3640 0.5086 -1.7432
C 0.5282 0.4356 -0.4623
C -0.9338 0.0273 -0.7465
C -1.6304 -0.5100 0.4742
C -1.0017 -0.6681 1.6328
C 0.4639 -0.3643 1.7541
O 1.1293 -0.4215 0.5019
H 0.8250 1.1389 -2.4623
H 1.5309 -0.4636 -2.2225
H 2.3402 0.9758 -1.5750
H 0.5274 1.4495 -0.0298
H -1.0039 -0.7166 -1.5531
H -1.4791 0.9097 -1.1105
H -2.6787 -0.7837 0.3763
H -1.5157 -1.0406 2.5163
H 0.5919 0.6224 2.2396
H 0.9424 -1.0993 2.4102